The following is a DFT calculation (wB97M-V/def2-TZVPD) of a 17-piece molecular cluster, C68H187N17O17 overall.

Results
**Relative energy (zero: lowest compared OMol25 entry of this formula, charge and spin)**: 1057.0 kJ/mol
**LUMO energy**: 0.42 eV
**E_tot**: -4912.259853 Eh
**HOMO energy**: -8.34 eV

```
! RIJCOSX wB97M-V def2-TZVPD def2/J DEFGRID3
* xyz 0 1
C -0.013 -7.500 6.799
C 1.033 -7.602 5.757
C 1.191 -9.043 5.160
O 1.628 -10.021 6.148
C 2.970 -9.968 6.315
N 0.797 -6.662 4.743
H 0.115 -8.280 7.550
H -0.970 -7.546 6.279
H 0.072 -6.533 7.295
H 1.996 -7.397 6.226
H 1.807 -8.954 4.265
H 0.241 -9.348 4.722
H 3.355 -10.297 5.350
H 3.193 -10.844 6.925
H 3.324 -8.992 6.647
H 0.440 -5.783 5.092
H 1.684 -6.553 4.272
C -5.075 -2.037 2.187
C -3.560 -2.210 2.662
C -3.344 -2.756 4.021
O -3.937 -1.976 4.954
C -4.424 -2.727 6.110
N -2.941 -3.006 1.622
H -5.144 -1.472 1.257
H -5.544 -1.467 2.989
H -5.447 -3.047 2.016
H -3.181 -1.188 2.644
H -2.262 -2.849 4.114
H -3.702 -3.785 4.033
H -3.756 -3.090 6.890
H -5.056 -3.528 5.727
H -5.052 -2.062 6.704
H -2.316 -3.762 1.864
H -3.745 -3.462 1.217
C 0.226 3.703 -9.624
C 0.679 3.158 -8.323
C 2.227 3.201 -8.117
O 2.653 2.314 -7.085
C 3.055 3.111 -5.968
N 0.038 3.882 -7.291
H 0.870 3.358 -10.433
H 0.359 4.785 -9.644
H -0.799 3.461 -9.906
H 0.326 2.130 -8.238
H 2.629 4.214 -8.129
H 2.857 2.770 -8.895
H 2.209 3.751 -5.717
H 3.982 3.641 -6.188
H 3.093 2.554 -5.032
H 0.479 3.414 -6.512
H -0.935 3.623 -7.220
C 5.292 -3.366 5.429
C 3.800 -3.647 5.478
C 2.866 -2.417 5.059
O 1.463 -2.847 5.263
C 1.162 -3.188 6.537
N 3.501 -4.772 4.617
H 5.633 -3.354 4.394
H 5.793 -4.106 6.053
H 5.627 -2.394 5.792
H 3.647 -3.718 6.555
H 3.135 -2.047 4.070
H 3.175 -1.595 5.706
H 1.626 -4.145 6.776
H 0.127 -3.526 6.484
H 1.525 -2.550 7.342
H 2.525 -4.684 4.371
H 4.078 -4.670 3.794
C -6.115 -2.303 -1.648
C -4.761 -3.080 -2.170
C -3.686 -2.086 -2.369
O -4.073 -1.213 -3.415
C -3.112 -0.141 -3.570
N -4.304 -4.104 -1.206
H -6.332 -1.668 -2.508
H -5.779 -1.533 -0.954
H -6.871 -2.963 -1.223
H -4.936 -3.697 -3.051
H -2.778 -2.669 -2.525
H -3.587 -1.649 -1.375
H -2.754 -0.289 -4.588
H -2.180 -0.201 -3.008
H -3.431 0.883 -3.763
H -4.913 -4.908 -1.257
H -3.439 -4.484 -1.563
C 4.736 1.818 4.417
C 5.834 1.309 5.223
C 5.367 0.667 6.677
O 4.594 1.597 7.280
C 3.616 1.048 8.223
N 6.512 0.301 4.376
H 4.865 2.238 3.420
H 4.338 2.720 4.881
H 3.912 1.117 4.280
H 6.338 2.242 5.474
H 6.233 0.387 7.277
H 4.834 -0.253 6.439
H 4.258 0.459 8.879
H 2.772 0.461 7.862
H 3.173 1.902 8.735
H 6.857 0.528 3.454
H 7.178 -0.312 4.823
C -0.437 6.597 4.166
C 0.734 5.799 4.772
C 1.437 6.519 5.882
O 2.626 5.798 6.193
C 3.573 6.403 7.050
N 0.431 4.539 5.282
H -1.314 6.645 4.811
H -0.783 6.089 3.266
H -0.132 7.538 3.709
H 1.507 5.700 4.010
H 0.733 6.686 6.698
H 1.762 7.533 5.647
H 3.087 7.020 7.806
H 4.245 7.057 6.495
H 4.268 5.782 7.616
H 0.375 3.892 4.508
H 1.231 4.213 5.806
C 6.256 1.569 -5.949
C 5.805 0.112 -5.852
C 5.948 -0.382 -4.376
O 4.966 0.437 -3.652
C 4.832 0.068 -2.283
N 4.367 0.098 -6.136
H 7.329 1.718 -6.073
H 5.941 2.235 -5.145
H 6.001 2.075 -6.880
H 6.165 -0.605 -6.590
H 6.959 -0.238 -3.996
H 5.741 -1.448 -4.278
H 5.505 0.509 -1.547
H 4.996 -1.001 -2.147
H 3.776 0.231 -2.068
H 3.936 0.631 -6.878
H 3.934 0.416 -5.281
C -0.379 -0.267 5.629
C -1.332 0.525 4.717
C -2.659 0.880 5.330
O -3.669 0.914 4.297
C -4.953 0.912 4.849
N -0.688 1.803 4.210
H -0.104 0.393 6.452
H 0.594 -0.468 5.182
H -0.732 -1.250 5.943
H -1.520 -0.128 3.865
H -2.517 1.877 5.746
H -2.889 0.260 6.196
H -5.044 0.201 5.671
H -5.675 0.951 4.033
H -5.237 1.840 5.346
H -0.326 2.440 4.905
H -1.416 2.306 3.722
C -3.677 3.955 0.123
C -4.114 4.843 1.276
C -4.401 6.296 0.846
O -3.564 6.983 -0.082
C -4.242 7.959 -0.831
N -5.226 4.151 1.992
H -3.369 2.981 0.503
H -2.727 4.266 -0.312
H -4.453 3.843 -0.635
H -3.201 4.950 1.862
H -4.318 6.786 1.817
H -5.446 6.298 0.536
H -4.635 8.719 -0.155
H -5.158 7.688 -1.356
H -3.451 8.453 -1.395
H -5.461 4.565 2.883
H -5.160 3.143 2.001
C 1.380 6.665 0.506
C 2.804 6.493 -0.067
C 2.914 5.281 -1.114
O 4.315 4.969 -1.312
C 4.576 3.737 -2.024
N 3.158 7.785 -0.661
H 1.150 5.715 0.989
H 0.639 6.949 -0.242
H 1.433 7.371 1.334
H 3.439 6.308 0.799
H 2.502 5.325 -2.122
H 2.345 4.479 -0.643
H 4.540 2.993 -1.229
H 5.626 3.730 -2.319
H 4.000 3.603 -2.940
H 4.145 7.765 -0.873
H 2.796 7.951 -1.589
C 0.696 7.463 -6.803
C -0.181 8.254 -5.776
C -1.675 8.170 -6.146
O -2.526 8.995 -5.313
C -2.426 10.406 -5.472
N 0.053 7.668 -4.445
H 0.608 6.382 -6.919
H 1.740 7.750 -6.679
H 0.343 7.825 -7.769
H 0.053 9.319 -5.770
H -1.978 7.126 -6.059
H -1.804 8.415 -7.201
H -3.243 10.930 -4.977
H -2.589 10.624 -6.528
H -1.383 10.677 -5.310
H -0.686 7.952 -3.818
H -0.170 6.695 -4.596
C -4.031 -7.648 -3.231
C -2.827 -6.759 -3.620
C -3.144 -5.831 -4.825
O -1.979 -5.097 -5.279
C -2.291 -4.491 -6.460
N -2.382 -5.943 -2.440
H -4.212 -8.425 -3.973
H -5.010 -7.203 -3.055
H -3.703 -8.179 -2.337
H -2.039 -7.468 -3.873
H -3.880 -5.163 -4.377
H -3.822 -6.365 -5.491
H -3.136 -3.820 -6.310
H -2.415 -5.101 -7.355
H -1.421 -3.854 -6.620
H -1.973 -6.445 -1.665
H -1.711 -5.319 -2.866
C -2.327 -7.264 1.054
C -0.874 -7.732 0.903
C -0.948 -9.341 0.917
O 0.266 -10.052 0.826
C 0.239 -11.530 0.897
N -0.212 -7.139 -0.332
H -2.856 -7.484 1.981
H -2.902 -7.849 0.337
H -2.535 -6.230 0.779
H -0.239 -7.560 1.771
H -1.652 -9.691 0.163
H -1.331 -9.643 1.892
H 0.131 -11.855 1.932
H 1.129 -11.944 0.424
H -0.663 -11.810 0.353
H 0.687 -7.599 -0.321
H 0.102 -6.200 -0.132
C -3.170 1.525 -7.379
C -4.285 2.575 -7.217
C -4.352 3.063 -5.834
O -3.029 3.633 -5.666
C -3.014 4.307 -4.426
N -4.345 3.621 -8.176
H -3.122 0.939 -8.296
H -3.364 0.855 -6.541
H -2.155 1.777 -7.073
H -5.191 1.977 -7.310
H -4.521 2.302 -5.071
H -5.072 3.853 -5.622
H -1.991 4.678 -4.353
H -3.130 3.643 -3.570
H -3.744 5.087 -4.209
H -4.020 3.288 -9.072
H -3.694 4.368 -7.979
C 0.773 -1.006 1.858
C -0.299 -0.420 0.867
C 0.292 0.568 -0.132
O -0.778 1.407 -0.661
C -0.517 2.140 -1.880
N -0.829 -1.588 0.134
H 1.393 -1.754 1.363
H 0.275 -1.577 2.642
H 1.244 -0.183 2.394
H -1.212 -0.145 1.395
H 0.754 0.098 -1.000
H 1.029 1.206 0.355
H 0.276 2.878 -1.758
H -1.394 2.729 -2.149
H -0.199 1.497 -2.701
H -1.450 -2.112 0.734
H -1.443 -1.242 -0.589
C 1.127 -4.122 -2.475
C 1.768 -4.095 -1.094
C 2.780 -2.993 -0.797
O 3.366 -3.150 0.510
C 4.503 -2.313 0.603
N 0.780 -4.301 -0.084
H 1.961 -4.222 -3.170
H 0.433 -3.331 -2.762
H 0.588 -5.055 -2.636
H 2.451 -4.944 -1.083
H 2.296 -2.023 -0.912
H 3.565 -3.180 -1.531
H 4.182 -1.274 0.520
H 5.217 -2.553 -0.184
H 4.962 -2.389 1.588
H 0.117 -3.539 -0.116
H 1.245 -3.955 0.743
*
```

Atom charges from the Löwdin analysis, given in e for atoms 1 to 2:
1 C -0.059
2 C -0.507